(1)
Density functional theory data (wB97M-V/def2-TZVPD) for the molecule C4H5NO2.

Positions of all 12 atoms, in Å:
O 0.680 -0.316 1.692
C -0.567 0.326 1.641
C -1.052 0.588 0.394
O -2.027 1.090 -0.164
N 0.059 0.034 -0.475
C -0.024 0.032 -1.750
C 1.069 -0.576 0.365
H -1.057 0.576 2.575
H 0.794 -0.273 -2.397
H -0.984 0.340 -2.145
H 1.055 -1.653 0.158
H 2.053 -0.167 0.106

Summary:
- Relative energy (zero: lowest compared OMol25 entry of this formula, charge and spin): 69.1 kcal/mol
- Lowest unoccupied orbital energy (spin up / spin down): -0.5 / -0.5 eV
- Net charge: 0
- E_tot: -360.5593 a.u.



(2)
Density functional theory data (wB97M-V/def2-TZVPD) for a structure of composition C6H14AlO3 in a non-equilibrium geometry.

Positions of all 24 atoms, in Å:
C 1.991 -1.465 1.057
C 2.930 -0.631 -0.007
C 2.370 0.945 -0.030
C 1.156 0.937 -1.181
O 0.134 1.966 -0.937
Al -1.609 1.257 -0.890
O -1.951 1.185 0.995
C -3.130 0.261 0.961
C -2.960 -0.973 -0.126
O -1.894 -0.594 -1.074
H 2.588 -1.621 2.077
H 1.024 -0.846 1.323
H 1.731 -2.501 0.545
H 4.076 -0.688 0.246
H 2.737 -1.031 -1.106
H 1.939 1.232 1.044
H 3.275 1.628 -0.348
H 0.676 -0.142 -1.102
H 1.608 1.098 -2.273
H -2.632 2.229 -1.623
H -4.023 0.903 0.528
H -3.237 -0.046 2.091
H -3.984 -1.152 -0.682
H -2.815 -1.952 0.512

Summary:
- Relative energy (zero: lowest compared OMol25 entry of this formula, charge and spin): 28.7 kcal/mol
- Lowest unoccupied orbital energy: 3.7 eV
- Net charge: -1
- E_tot: -705.2070 a.u.



(3)
Density functional theory data (wB97M-V/def2-TZVPD) for the molecule C4H5NS2 in a non-equilibrium geometry.

Positions of all 12 atoms, in Å:
S 2.823 -0.677 0.131
C 1.121 -0.150 0.117
C 0.619 1.160 0.132
C -0.689 1.085 0.027
N -1.085 -0.271 -0.013
S -2.743 -0.663 -0.008
C 0.111 -1.094 -0.024
H 2.912 -0.301 -1.211
H 1.268 2.092 -0.115
H -1.464 1.889 -0.101
H -2.997 -0.825 1.323
H 0.124 -2.244 -0.257

Summary:
- Relative energy (zero: lowest compared OMol25 entry of this formula, charge and spin): 41.8 kcal/mol
- Lowest unoccupied orbital energy: 0.6 eV
- Structure (SMILES): Sc1ccn(S)c1
- Net charge: 0
- E_tot: -1006.4868 a.u.



Look up the net charge of the second one.
-1



Number 1 is which compound?
C4H5NO2



What did the third record say?
Density functional theory data (wB97M-V/def2-TZVPD) for the molecule C4H5NS2 in a non-equilibrium geometry.

Positions of all 12 atoms, in Å:
S 2.823 -0.677 0.131
C 1.121 -0.150 0.117
C 0.619 1.160 0.132
C -0.689 1.085 0.027
N -1.085 -0.271 -0.013
S -2.743 -0.663 -0.008
C 0.111 -1.094 -0.024
H 2.912 -0.301 -1.211
H 1.268 2.092 -0.115
H -1.464 1.889 -0.101
H -2.997 -0.825 1.323
H 0.124 -2.244 -0.257

Summary:
- Relative energy (zero: lowest compared OMol25 entry of this formula, charge and spin): 41.8 kcal/mol
- Lowest unoccupied orbital energy: 0.6 eV
- Structure (SMILES): Sc1ccn(S)c1
- Net charge: 0
- E_tot: -1006.4868 a.u.



What is the E_tot in the third record?
-1006.4868 a.u.